(1)
C5H14 | the ωB97M-V functional and the def2-TZVPD basis

```
19
C5H14, DFT the ωB97M-V functional and the def2-TZVPD basis
C 1.316 0.764 2.066
C 0.035 1.139 1.307
C 0.329 1.884 0.019
H 1.119 0.335 3.042
H 1.977 1.630 2.106
H 1.844 0.052 1.421
H -0.592 0.277 1.083
H -0.594 1.758 1.960
H 1.030 1.281 -0.583
H -0.540 1.901 -0.642
H 0.823 2.848 0.118
C -1.543 -1.568 -1.220
C -0.169 -1.930 -1.774
H -1.842 -2.283 -0.455
H -1.499 -0.594 -0.726
H -2.326 -1.465 -1.968
H -0.015 -3.007 -1.780
H 0.644 -1.485 -1.194
H 0.002 -1.537 -2.778
```

The calculation puts the LUMO energy at 1.15 eV. The structure (SMILES) is CCC.CC. As for the relative energy (zero: lowest compared OMol25 entry of this formula, charge and spin): 4.6 kcal per mole. The charge is 0. The HOMO-LUMO gap is 12.4 eV.

(2)
C5H14 | the ωB97M-V functional and the def2-TZVPD basis

```
19
C5H14, DFT the ωB97M-V functional and the def2-TZVPD basis
C -0.331 -2.556 -0.516
C -0.392 -1.155 0.069
C -1.725 -0.859 0.743
H -0.549 -3.377 0.168
H 0.678 -2.822 -0.861
H -0.911 -2.669 -1.435
H 0.456 -1.003 0.739
H -0.205 -0.471 -0.749
H -1.645 0.037 1.359
H -2.497 -0.712 -0.009
H -2.011 -1.615 1.477
C 1.173 2.369 0.598
C 1.090 1.900 -0.844
H 2.044 1.995 1.139
H 1.381 3.443 0.635
H 0.247 2.210 1.145
H 1.967 2.144 -1.444
H 0.249 2.317 -1.397
H 0.980 0.824 -0.815
```

The calculation puts the LUMO energy at 1.15 eV. The structure (SMILES) is CCC.CC. As for the relative energy (zero: lowest compared OMol25 entry of this formula, charge and spin): 7.0 kcal per mole. The charge is 0. The HOMO-LUMO gap is 12.4 eV.

(3)
C5H14 | the ωB97M-V functional and the def2-TZVPD basis

```
19
C5H14, DFT the ωB97M-V functional and the def2-TZVPD basis
C 0.719 2.360 -0.493
C -0.829 2.210 -0.464
C 1.390 2.197 0.847
H 1.176 1.565 -1.017
H 1.018 3.417 -0.935
H -1.254 1.660 -1.361
H -1.242 3.217 -0.615
H 0.742 2.415 1.751
H 1.950 1.279 0.921
H -1.064 1.848 0.638
H 2.205 3.023 0.938
C -0.300 -3.279 -0.751
C -0.918 -3.116 0.733
H 0.482 -2.548 -0.772
H 0.151 -4.308 -1.098
H -1.021 -3.007 -1.525
H -0.469 -3.588 1.683
H -2.013 -3.252 0.564
H -0.723 -2.095 0.954
```

The calculation puts the LUMO energy (alpha / beta) at -3.44 / -11.35 eV. As for the relative energy (zero: lowest compared OMol25 entry of this formula, charge and spin): 44.6 kcal per mole. The charge is +1. The HOMO-LUMO gap (alpha / beta) is 10.6 / 2.7 eV. The spin multiplicity is 2.

(4)
C5H14 | the ωB97M-V functional and the def2-TZVPD basis

```
19
C5H14, DFT the ωB97M-V functional and the def2-TZVPD basis
C 1.216 -1.836 -1.103
C 1.295 -0.555 -1.960
C 2.008 -1.825 0.154
H 0.207 -2.046 -0.726
H 1.576 -2.707 -1.769
H 0.325 -0.318 -2.421
H 1.921 -0.759 -2.846
H 2.844 -1.124 0.186
H 1.390 -1.821 1.058
H 1.798 0.173 -1.335
H 2.540 -2.833 0.223
C -2.751 1.512 1.170
C -1.583 2.475 1.538
H -2.328 0.510 1.252
H -3.664 1.537 1.761
H -3.062 1.656 0.137
H -1.329 2.709 2.568
H -1.710 3.332 0.882
H -0.694 1.920 1.230
```

The calculation puts the LUMO energy (alpha / beta) at -3.43 / -11.19 eV. As for the relative energy (zero: lowest compared OMol25 entry of this formula, charge and spin): 23.6 kcal per mole. The charge is +1. The HOMO-LUMO gap (alpha / beta) is 10.8 / 3.1 eV. The spin multiplicity is 2.

(5)
C5H14 | the ωB97M-V functional and the def2-TZVPD basis

```
19
C5H14, DFT the ωB97M-V functional and the def2-TZVPD basis
C 1.657 2.795 0.817
C 0.837 1.691 1.301
H 1.230 3.704 1.027
H 2.666 2.879 1.383
H 1.921 2.626 -0.295
H 1.060 1.342 2.286
H -0.281 2.030 1.438
H 0.890 0.933 0.558
C -1.091 -2.061 -0.454
C -1.746 -0.699 -0.434
C 0.214 -2.009 -1.288
H -0.901 -2.234 0.613
H -1.801 -2.704 -0.921
H -2.160 -0.212 -1.423
H 0.868 -2.704 -0.806
H 0.197 -2.402 -2.302
H 0.686 -1.011 -1.418
H -2.613 -0.608 0.361
H -0.987 0.056 -0.155
```

The calculation puts the LUMO energy (alpha / beta) at -2.65 / -11.33 eV. As for the relative energy (zero: lowest compared OMol25 entry of this formula, charge and spin): 37.4 kcal per mole. The charge is +1. The HOMO-LUMO gap (alpha / beta) is 13.7 / 3.3 eV. The spin multiplicity is 2.